# 1
{
  "formula": "C26H29N2O3Zr",
  "method": "ωB97M-V/def2-TZVPD",
  "symbols": ["C", "C", "C", "H", "C", "C", "H", "C", "C", "C", "H", "C", "C", "H", "H", "H", "H", "H", "H", "Zr", "C", "C", "C", "H", "H", "H", "H", "H", "H", "C", "C", "H", "H", "O", "N", "C", "H", "C", "C", "H", "C", "H", "C", "H", "C", "H", "C", "H", "H", "H", "O", "C", "C", "C", "C", "O", "N", "H", "H", "H", "H"],
  "coordinates": [[2.27523, -0.02666, 2.34563], [2.38618, -0.84776, 1.17909], [1.98589, -0.08573, 0.04945], [2.73701, -1.88258, 1.13113], [1.65956, 1.24718, 0.50812], [1.86387, 1.28390, 1.92602], [1.33930, 2.08667, -0.12377], [-1.18566, -2.19791, 2.49186], [0.13967, -2.54915, 2.05502], [0.09298, -2.72069, 0.61887], [0.97570, -2.76900, 2.73522], [-1.24894, -2.46593, 0.14538], [-2.01381, -2.21419, 1.32418], [1.95448, -0.40141, -1.00521], [1.75987, 2.17690, 2.55293], [2.44076, -0.35160, 3.38392], [-3.07111, -2.02211, 1.34994], [0.94965, -3.01086, 0.00024], [-1.49936, -2.03731, 3.53468], [-0.12854, -0.11673, 1.58731], [-1.63769, -1.94494, -1.26692], [-3.14301, -1.74101, -1.33900], [-1.06832, -2.89939, -2.34764], [-3.71176, -2.63098, -1.03978], [-3.41670, -1.47886, -2.35279], [-3.39689, -0.90352, -0.69818], [-1.47313, -3.92507, -2.28098], [0.03208, -2.99173, -2.31173], [-1.32059, -2.55358, -3.35571], [-0.78425, -0.58825, -1.31808], [-1.38708, 0.86977, -1.43825], [0.04980, -0.66276, -2.06392], [-0.26588, -0.45264, -0.31573], [-1.52045, 1.42218, -0.26158], [-1.40659, 1.52077, -2.67615], [-0.23194, 2.41770, -3.07179], [-2.31976, 1.95450, -2.79609], [1.00885, 1.57755, -3.29909], [2.22912, 2.20249, -3.01646], [2.25496, 3.18800, -2.52854], [3.43984, 1.57546, -3.32822], [4.40255, 2.06574, -3.14760], [3.44194, 0.29161, -3.89053], [4.36568, -0.22201, -4.17508], [2.22735, -0.37076, -4.10484], [2.17230, -1.39535, -4.49080], [1.01040, 0.28650, -3.84933], [0.03645, -0.17708, -4.04279], [-0.06220, 3.26693, -2.29072], [-0.50649, 2.91252, -4.06917], [-1.40118, 1.52574, 1.92023], [-1.24919, 1.46907, 3.18473], [-1.74312, 2.43644, 4.16114], [-1.11780, 1.87563, 5.44705], [-0.29027, 0.60769, 5.04203], [0.43646, -0.11304, 5.71352], [-0.50394, 0.45620, 3.66775], [-1.41713, 3.45803, 3.93475], [-2.83737, 2.44784, 4.20373], [-0.41278, 2.58185, 5.93414], [-1.89497, 1.54575, 6.16846]],
  "lowdin_charge": [-0.15, -0.14, -0.14, 0.13, -0.16, -0.18, 0.12, -0.20, -0.21, -0.10, 0.13, -0.19, -0.08, 0.12, 0.13, 0.13, 0.11, 0.12, 0.12, 1.80, -0.43, -0.03, -0.03, 0.11, 0.09, 0.08, 0.10, 0.09, 0.09, -0.05, -0.28, 0.09, 0.00, -0.02, 0.03, -0.10, 0.14, -0.25, -0.06, 0.12, -0.07, 0.11, -0.08, 0.11, -0.07, 0.11, -0.07, 0.11, 0.15, 0.15, -0.14, -0.47, -0.06, -0.05, -0.41, 0.09, 0.00, 0.14, 0.14, 0.14, 0.14],
  "total_charge": 1,
  "spin_multiplicity": 1
}

=====

# 2
{
  "formula": "C26H29N3NaOS3",
  "method": "ωB97M-V/def2-TZVPD",
  "symbols": ["Na", "S", "C", "C", "C", "C", "C", "C", "N", "C", "C", "C", "C", "C", "C", "C", "C", "N", "C", "C", "C", "C", "C", "S", "C", "H", "H", "H", "H", "H", "H", "H", "H", "H", "H", "H", "H", "C", "C", "C", "S", "O", "C", "C", "C", "H", "H", "H", "H", "H", "H", "H", "H", "H", "H", "H", "H", "H", "H", "N", "H", "H", "H"],
  "coordinates": [[-0.01185, 0.10263, 1.79222], [-4.50616, -3.79082, 0.68879], [-5.53315, -5.05668, 0.19049], [-4.87930, -5.95086, -0.59866], [-3.52425, -5.57883, -0.82077], [-3.17788, -4.41624, -0.19707], [-1.86889, -3.73272, -0.22294], [-1.65470, -2.53520, 0.48627], [-0.52052, -1.86844, 0.50348], [0.52784, -2.35509, -0.20388], [0.42577, -3.53916, -0.93615], [1.56255, -4.03035, -1.67640], [2.72458, -3.35834, -1.67739], [2.86687, -2.12869, -0.93818], [4.06873, -1.40399, -0.93038], [4.18064, -0.23579, -0.22350], [3.03471, 0.17766, 0.48548], [1.89429, -0.47601, 0.50329], [1.79210, -1.62701, -0.20478], [5.41214, 0.57851, -0.18058], [5.63736, 1.71664, 0.53925], [6.93823, 2.25703, 0.33694], [7.66927, 1.51329, -0.53527], [6.80075, 0.15748, -1.09149], [-0.79939, -4.21955, -0.93012], [-6.56057, -5.08203, 0.51691], [-5.34254, -6.83449, -1.01244], [-2.84317, -6.15816, -1.42856], [-2.46682, -2.11180, 1.07092], [1.45760, -4.95316, -2.23320], [3.57499, -3.72975, -2.23562], [4.90894, -1.79146, -1.49765], [3.06886, 1.09532, 1.06181], [4.90845, 2.16664, 1.19845], [7.30598, 3.15337, 0.81376], [8.67823, 1.68565, -0.87406], [-0.88470, -5.13867, -1.49784], [-5.12209, 2.81286, -0.13032], [-3.62116, 3.03744, 0.02407], [-2.84031, 1.88672, -0.58999], [-1.07723, 1.84667, -0.32806], [-0.85417, 1.85330, 1.18615], [-0.56666, 3.45943, -0.94744], [-0.41881, 4.54090, 0.11684], [0.13994, 5.81719, -0.50396], [-5.68737, 3.63433, 0.30907], [-5.43934, 1.89470, 0.36827], [-5.40942, 2.73243, -1.18048], [-3.35898, 3.12297, 1.07985], [-3.33741, 3.97712, -0.45163], [-2.98072, 1.81340, -1.67307], [-3.16110, 0.92772, -0.17087], [-1.28046, 3.73025, -1.72968], [0.39299, 3.28084, -1.43627], [0.24349, 4.17750, 0.90152], [-1.37348, 4.73847, 0.60015], [1.12160, 5.64656, -0.95086], [0.25152, 6.59727, 0.24911], [-0.51331, 6.20401, -1.28860], [0.02278, -0.09000, 4.33922], [-0.52118, 0.72374, 4.60828], [0.93476, 0.02231, 4.76800], [-0.40887, -0.88903, 4.78959]],
  "lowdin_charge": [0.36, 1.06, -0.40, -0.17, -0.11, -0.49, -0.18, -0.08, 0.10, -0.14, -0.13, -0.01, -0.01, -0.13, 0.03, -0.18, -0.05, 0.10, -0.14, -0.49, -0.12, -0.17, -0.40, 1.07, 0.06, 0.07, 0.11, 0.11, 0.10, 0.12, 0.12, 0.11, 0.12, 0.10, 0.11, 0.07, 0.13, -0.10, -0.29, -0.36, 0.96, -0.58, -0.34, -0.29, -0.10, 0.08, 0.08, 0.08, 0.11, 0.10, 0.11, 0.09, 0.10, 0.09, 0.10, 0.10, 0.08, 0.08, 0.08, 0.04, 0.04, 0.04, 0.04],
  "total_charge": 1,
  "spin_multiplicity": 1
}

=====

# 3
{
  "formula": "C26H29N3O5",
  "method": "ωB97M-V/def2-TZVPD",
  "symbols": ["C", "O", "C", "C", "C", "C", "C", "O", "C", "C", "N", "C", "C", "C", "C", "C", "C", "C", "C", "C", "C", "O", "N", "C", "C", "C", "H", "H", "H", "H", "H", "H", "H", "H", "H", "H", "H", "H", "H", "H", "H", "H", "H", "H", "H", "H", "H", "O", "C", "C", "C", "C", "C", "N", "O", "H", "H", "H", "H", "H", "H", "H", "H"],
  "coordinates": [[2.98479, -1.81394, 2.14065], [1.88109, -1.05394, 2.68825], [0.78797, -1.72830, 3.11881], [0.77290, -3.09070, 3.48716], [-0.42489, -3.66763, 3.90307], [-1.60334, -2.92867, 3.97989], [-1.56448, -1.54956, 3.67444], [-2.60129, -0.68821, 3.83269], [-3.82341, -1.15528, 4.45364], [-0.38611, -0.97896, 3.19287], [-0.37259, 0.43163, 2.95049], [0.00096, 1.08838, 1.81167], [0.38866, 0.42554, 0.57453], [0.75969, 1.25909, -0.57611], [1.76384, 0.91075, -1.41813], [2.20688, 1.74547, -2.52231], [3.53278, 1.64943, -3.01239], [4.00705, 2.53021, -3.98139], [3.15228, 3.50209, -4.52892], [1.81885, 3.56695, -4.10305], [1.34702, 2.70024, -3.11380], [0.37865, -0.82203, 0.50616], [-0.08722, 2.41601, 2.09582], [0.15961, 3.55892, 1.23304], [-0.51770, 2.58496, 3.40313], [-0.67325, 1.36412, 3.93837], [3.73349, -1.07171, 1.85631], [3.39644, -2.49434, 2.89997], [2.66119, -2.38797, 1.25830], [1.69372, -3.67479, 3.44992], [-0.43473, -4.72332, 4.17270], [-2.53855, -3.39788, 4.29536], [-4.45314, -0.26673, 4.53130], [-4.31318, -1.91605, 3.82581], [-3.62033, -1.56716, 5.45602], [0.16591, 2.16205, -0.72368], [2.35345, 0.01652, -1.20496], [4.18745, 0.88704, -2.58726], [5.04362, 2.46646, -4.31873], [3.52058, 4.19794, -5.28590], [1.13867, 4.30175, -4.53949], [0.30631, 2.76382, -2.78746], [0.21106, 4.44168, 1.88181], [1.10838, 3.46160, 0.69123], [-0.66869, 3.70731, 0.52410], [-0.67722, 3.55917, 3.83191], [-0.98930, 1.08197, 4.92357], [-4.03066, 0.19720, -3.06511], [-3.94735, -0.13956, -1.94168], [-1.28642, -1.47627, -2.08980], [-1.75945, -2.59317, -2.93021], [-0.98122, -2.33216, -4.24552], [-0.47991, -0.88040, -4.18296], [-0.67023, -0.54393, -2.77779], [-3.88634, -0.48236, -0.81643], [-1.47283, -1.38998, -1.02497], [-1.57094, -3.57628, -2.49722], [-2.84324, -2.49879, -3.11674], [-0.11430, -3.00166, -4.29143], [-1.59742, -2.49874, -5.13045], [0.56957, -0.79888, -4.49281], [-1.07850, -0.19615, -4.80238], [-0.56463, 0.40720, -2.47390]],
  "lowdin_charge": [-0.05, -0.09, -0.22, -0.02, -0.10, -0.04, -0.22, -0.10, -0.05, -0.06, 0.05, -0.13, -0.45, -0.12, -0.13, -0.26, -0.06, -0.11, -0.13, -0.12, -0.08, -0.11, -0.08, -0.04, -0.06, -0.04, 0.09, 0.08, 0.10, 0.10, 0.10, 0.10, 0.09, 0.09, 0.10, 0.06, 0.11, 0.10, 0.10, 0.09, 0.09, 0.09, 0.08, 0.10, 0.09, 0.11, 0.12, 0.19, -0.40, 0.01, -0.10, -0.13, -0.11, 0.15, 0.20, 0.13, 0.13, 0.13, 0.12, 0.12, 0.14, 0.13, 0.13],
  "de_lowest_kcal_mol": 161.7,
  "total_charge": 0,
  "spin_multiplicity": 1
}

=====

no.,E_HOMO (hartree),electronic energy (Eh),F_max (hartree/bohr)
1,-0.424,-1390.2290,0.1267
2,-0.382,-2604.4333,0.0282
3,-0.130,-1548.4479,0.0723